Version a
Entry from the Open Molecules 2025 dataset: an isolated molecule of C4H13N3 (the ωB97M-V functional and the def2-TZVPD basis).

Cartesian coordinates (Å):
C  1.429  2.089  -1.405
N  1.122  1.347  -0.137
C  -0.261  1.352  0.229
C  -0.668  0.508  1.403
N  -0.409  -0.957  1.177
C  -0.936  -1.976  0.246
N  -0.416  -2.333  -1.114
H  1.237  3.202  -1.266
H  2.434  1.883  -1.753
H  0.756  1.631  -2.223
H  1.499  0.366  -0.220
H  -0.837  1.140  -0.632
H  -0.590  2.443  0.414
H  -0.256  0.878  2.359
H  -1.712  0.540  1.729
H  0.637  -1.183  1.213
H  -0.893  -2.803  0.770
H  -1.907  -1.694  -0.008
H  -0.090  -1.500  -1.695
H  0.250  -3.135  -1.009

## Properties
E_HOMO, eV: -8.51
LUMO level, eV: 1.0
Kohn-Sham gap, eV: 9.5517

Atomic partial charges in e from the Löwdin method, atoms 1 to 6: -0.13 -0.16 -0.31 -0.20 -0.07 -0.30

=====

Version b
Entry from the Open Molecules 2025 dataset: a cluster of 2 separate species, C4H13N3 in total (the ωB97M-V functional and the def2-TZVPD basis).

Cartesian coordinates (Å):
C  -1.599  1.570  -1.465
N  -2.283  0.575  -1.139
C  -2.024  -0.217  0.044
H  -2.005  2.202  -2.382
H  -0.876  2.071  -0.950
H  -0.936  -0.128  0.424
H  -2.867  0.043  0.732
H  -2.110  -1.187  -0.270
C  0.963  -1.795  -0.402
C  1.234  -0.355  -0.200
N  0.858  -0.007  1.150
N  1.536  1.210  1.485
H  1.835  -2.352  -0.140
H  0.080  -2.128  0.191
H  0.813  -2.091  -1.401
H  2.198  0.001  -0.456
H  0.624  0.254  -0.789
H  0.956  -0.756  1.796
H  2.506  1.166  1.830
H  1.096  1.923  1.943

## Properties
E_HOMO, eV: -8.62
LUMO level, eV: 1.1
Kohn-Sham gap, eV: 9.7074

Atomic partial charges in e from the Löwdin method, atoms 1 to 6: -0.10 -0.09 -0.14 0.10 0.03 0.06

=====

It is version a that is the most stable of them.

=====

Version a
Entry from the Open Molecules 2025 dataset: a cluster of 2 separate species, C4H13N3 in total (the ωB97M-V functional and the def2-TZVPD basis).

Cartesian coordinates (Å):
C  -1.517  0.965  0.541
C  -1.043  0.101  -0.613
C  -0.226  -1.110  -0.090
N  -0.982  -1.827  0.866
N  -2.356  0.257  1.456
C  2.584  0.904  -0.588
N  2.045  -0.189  -1.368
H  -2.069  1.792  0.110
H  -0.630  1.466  0.975
H  -0.358  0.649  -1.220
H  -1.830  -0.237  -1.271
H  0.686  -0.781  0.446
H  0.156  -1.735  -0.914
H  -1.620  -1.005  1.396
H  -1.502  -2.555  0.418
H  -2.188  0.549  2.427
H  2.403  1.816  -1.146
H  3.624  0.809  -0.385
H  2.055  1.011  0.333
H  2.771  -0.882  -1.373

## Properties
E_HOMO, eV: -6.76
LUMO level, eV: -3.2
Kohn-Sham gap, eV: 3.6035

Atomic partial charges in e from the Löwdin method, atoms 1 to 6: -0.34 -0.17 -0.32 0.06 0.00 -0.23

=====

Version b
Entry from the Open Molecules 2025 dataset: an isolated molecule of C4H13N3 (the ωB97M-V functional and the def2-TZVPD basis).

Cartesian coordinates (Å):
N  0.752  2.350  -0.138
C  -0.641  1.840  -0.314
C  -0.729  0.719  -1.348
N  -0.623  -0.649  -0.857
C  0.686  -1.025  -0.338
C  0.584  -2.040  0.790
N  -0.009  -1.521  2.016
H  0.873  3.169  -0.723
H  0.843  2.634  0.824
H  -1.316  2.675  -0.559
H  -1.047  1.545  0.647
H  -1.676  0.778  -1.882
H  0.080  0.865  -2.056
H  -1.343  -0.855  -0.173
H  1.250  -1.433  -1.176
H  1.206  -0.159  0.080
H  -0.009  -2.881  0.445
H  1.592  -2.365  0.996
H  -0.835  -0.963  1.862
H  0.678  -0.989  2.530

## Properties
E_HOMO, eV: -8.39
LUMO level, eV: 1.0
Kohn-Sham gap, eV: 9.3764

Atomic partial charges in e from the Löwdin method, atoms 1 to 6: -0.01 -0.26 -0.24 -0.08 -0.25 -0.28

=====

It is version b that is the most stable of them.

=====

Version a
Entry from the Open Molecules 2025 dataset: an isolated molecule of C4H13N3 (the ωB97M-V functional and the def2-TZVPD basis).

Cartesian coordinates (Å):
C  1.973  2.009  -0.516
N  1.264  1.219  0.491
C  1.553  -0.220  0.320
C  0.371  -1.136  0.619
N  -0.716  -0.805  -0.281
C  -2.068  -1.154  0.098
N  -3.201  -0.244  -0.143
H  2.971  2.303  -0.209
H  1.477  2.921  -0.870
H  1.963  1.465  -1.466
H  0.418  1.629  0.830
H  1.770  -0.519  -0.732
H  2.454  -0.286  0.921
H  -0.061  -0.906  1.605
H  0.750  -2.173  0.789
H  -0.414  -0.989  -1.228
H  -1.973  -1.516  1.124
H  -2.383  -2.062  -0.435
H  -3.131  -0.217  -1.159
H  -3.020  0.680  0.241

## Properties
E_HOMO, eV: -8.19
LUMO level, eV: 1.1
Kohn-Sham gap, eV: 9.3050

Atomic partial charges in e from the Löwdin method, atoms 1 to 6: -0.15 -0.13 -0.24 -0.26 -0.08 -0.33

=====

Version b
Entry from the Open Molecules 2025 dataset: an isolated molecule of C4H13N3 (the ωB97M-V functional and the def2-TZVPD basis).

Cartesian coordinates (Å):
N  -2.544  1.140  0.643
C  -2.188  -0.140  -0.038
C  -1.315  -0.888  0.983
C  0.161  -0.192  1.011
N  0.887  -0.279  -0.248
C  2.323  0.077  -0.337
N  2.640  0.294  -1.764
H  -1.633  1.639  0.462
H  -3.219  1.725  0.131
H  -1.831  -0.039  -1.066
H  -2.985  -0.830  -0.165
H  -1.241  -1.838  0.535
H  -1.654  -0.883  2.060
H  0.095  0.858  1.256
H  0.740  -0.863  1.654
H  0.570  0.207  -1.088
H  3.043  -0.633  0.043
H  2.437  1.058  0.041
H  3.616  -0.021  -1.785
H  2.096  -0.390  -2.329

## Properties
E_HOMO, eV: -8.61
LUMO level, eV: 1.1
Kohn-Sham gap, eV: 9.7129

Atomic partial charges in e from the Löwdin method, atoms 1 to 6: -0.02 -0.31 -0.16 -0.21 -0.10 -0.32

=====

Version c
Entry from the Open Molecules 2025 dataset: an isolated molecule of C4H13N3 (the ωB97M-V functional and the def2-TZVPD basis).

Cartesian coordinates (Å):
N  0.858  0.700  -2.627
C  0.585  1.396  -1.383
C  1.373  0.762  -0.216
C  0.861  -0.667  0.092
N  -0.541  -0.877  0.367
C  -0.999  -0.274  1.615
N  -2.054  -1.053  2.249
H  0.243  -0.072  -2.819
H  0.959  1.308  -3.422
H  -0.483  1.427  -1.118
H  0.993  2.395  -1.476
H  1.395  1.367  0.687
H  2.347  0.548  -0.654
H  1.053  -1.265  -0.814
H  1.500  -1.139  0.839
H  -1.182  -0.484  -0.318
H  -1.328  0.756  1.464
H  -0.117  -0.164  2.259
H  -1.982  -2.004  1.905
H  -1.859  -1.116  3.240

## Properties
E_HOMO, eV: -8.91
LUMO level, eV: 1.0
Kohn-Sham gap, eV: 9.9580

Atomic partial charges in e from the Löwdin method, atoms 1 to 6: 0.00 -0.30 -0.19 -0.26 -0.07 -0.34

=====

Version d
Entry from the Open Molecules 2025 dataset: a cluster of 2 separate species, C4H13N3 in total (the ωB97M-V functional and the def2-TZVPD basis).

Cartesian coordinates (Å):
N  0.225  -0.839  -0.932
C  -0.576  0.017  -0.135
C  0.338  0.853  0.863
C  1.404  1.528  0.071
N  2.555  0.687  0.010
C  -1.576  -0.778  0.714
N  -2.469  -1.514  -0.193
H  0.663  1.555  -1.854
H  0.057  -0.675  -1.914
H  -1.181  0.724  -0.729
H  -0.259  1.558  1.440
H  0.804  0.131  1.532
H  1.644  2.569  0.259
H  0.948  1.381  -1.045
H  3.172  1.027  -0.727
H  2.144  -0.225  -0.300
H  -2.158  -0.115  1.359
H  -0.996  -1.485  1.324
H  -1.880  -1.934  -0.906
H  -2.944  -2.230  0.329

## Properties
E_HOMO, eV: -7.49
LUMO level, eV: -1.3
Kohn-Sham gap, eV: 6.1510

Atomic partial charges in e from the Löwdin method, atoms 1 to 6: -0.01 -0.52 -0.15 -0.31 0.06 -0.28

=====

It is version c that is the most stable of them.

=====

Version a
Entry from the Open Molecules 2025 dataset: a cluster of 2 separate species, C3H9N3O2 in total (the ωB97M-V functional and the def2-TZVPD basis).

Cartesian coordinates (Å):
C  -2.056  0.532  -0.562
C  1.133  0.801  0.865
C  -0.265  -0.750  0.438
N  0.576  -1.838  0.494
N  -1.075  -0.569  -0.701
N  1.625  0.880  -0.413
O  1.353  1.930  -1.019
O  2.139  -0.065  -0.976
H  -1.665  1.471  -0.879
H  -2.890  0.226  -1.272
H  -2.309  0.546  0.502
H  0.795  1.636  1.312
H  1.829  0.223  1.409
H  -0.976  -0.799  1.242
H  1.414  -1.861  -0.219
H  1.003  -1.995  1.387
H  -0.632  -0.368  -1.609

## Properties
E_HOMO, eV: -8.77
LUMO level, eV: 0.4
Kohn-Sham gap, eV: 9.1591

Atomic partial charges in e from the Löwdin method, atoms 1 to 6: -0.09 0.02 -0.29 0.04 -0.06 -0.50

=====

Version b
Entry from the Open Molecules 2025 dataset: a cluster of 2 separate species, C3H9N3O2 in total (the ωB97M-V functional and the def2-TZVPD basis).

Cartesian coordinates (Å):
N  -1.017  1.749  -0.612
C  0.023  1.779  -1.544
N  -0.119  0.834  -2.576
O  0.973  2.550  -1.474
H  -1.322  0.851  -0.214
H  -0.991  2.508  0.043
H  0.682  0.927  -3.214
H  -0.421  -0.090  -2.241
N  0.845  -2.637  2.554
C  -0.190  -1.599  2.317
C  0.138  -1.103  0.945
O  -0.617  -1.072  -0.026
H  0.795  -3.010  3.542
H  0.709  -3.481  1.932
H  -0.068  -0.823  3.051
H  -1.246  -1.994  2.361
H  1.229  -0.805  0.859

## Properties
E_HOMO, eV: -9.36
LUMO level, eV: 0.3
Kohn-Sham gap, eV: 9.6623

Atomic partial charges in e from the Löwdin method, atoms 1 to 6: 0.12 -0.65 0.12 0.02 0.07 0.09

=====

It is version b that is the most stable of them.